# 1
{"formula": "C16H29N3O6PV", "method": "wB97M-V/def2-TZVPD", "symbols": ["V", "O", "C", "O", "C", "O", "C", "C", "O", "O", "H", "H", "H", "H", "H", "O", "P", "N", "C", "C", "C", "C", "N", "C", "C", "C", "C", "N", "C", "C", "C", "C", "H", "H", "H", "H", "H", "H", "H", "H", "H", "H", "H", "H", "H", "H", "H", "H", "H", "H", "H", "H", "H", "H", "H", "H"], "coordinates": [[1.8468, 0.7557, 0.9518], [5.5785, 1.5993, 2.0911], [4.3264, 1.2781, 1.9552], [3.8013, 1.0240, 0.8755], [3.5674, 1.1851, 3.2565], [2.2171, 0.8245, 2.9941], [1.2351, 1.7889, 3.4419], [1.0944, 2.9297, 2.4025], [0.5661, 3.9671, 2.7150], [1.5938, 2.6194, 1.2399], [6.0296, 1.6658, 1.2340], [4.0316, 0.4103, 3.8711], [3.6399, 2.1362, 3.7865], [0.2885, 1.2580, 3.4961], [1.4899, 2.1871, 4.4227], [0.0036, 0.2510, 1.2185], [-0.7947, -0.3239, 0.0757], [-0.4273, -1.9266, -0.0439], [1.0117, -2.2512, 0.0127], [1.0963, -3.7044, -0.4614], [-0.1291, -3.8487, -1.3664], [-1.1850, -3.0557, -0.6059], [-0.3592, 0.5171, -1.3011], [0.9611, 1.1288, -1.5179], [1.4135, 0.5866, -2.8666], [0.0966, 0.5328, -3.6459], [-0.9425, 0.1171, -2.5959], [-2.3854, -0.1430, 0.3951], [-3.5192, -0.6341, -0.4130], [-4.3656, 0.6067, -0.6769], [-4.1825, 1.4167, 0.6078], [-2.7142, 1.2001, 0.9670], [1.3919, -2.1294, 1.0335], [1.5911, -1.6063, -0.6678], [1.0142, -4.3827, 0.3881], [2.0336, -3.9083, -0.9748], [-0.4257, -4.8840, -1.5216], [0.0626, -3.3901, -2.3394], [-1.6014, -3.6603, 0.2050], [-2.0084, -2.7247, -1.2347], [1.7104, 0.8462, -0.7450], [0.8890, 2.2179, -1.5260], [1.8276, -0.4184, -2.7521], [2.1602, 1.2236, -3.3357], [0.1346, -0.1705, -4.4745], [-0.1417, 1.5187, -4.0443], [-1.1160, -0.9646, -2.6242], [-1.8963, 0.6209, -2.7618], [-4.0847, -1.3644, 0.1706], [-3.1881, -1.1121, -1.3342], [-5.4047, 0.3530, -0.8768], [-3.9718, 1.1626, -1.5309], [-4.8285, 1.0254, 1.3944], [-4.4067, 2.4724, 0.4738], [-2.5415, 1.2005, 2.0417], [-2.0844, 1.9760, 0.5212]], "atomic_forces_ev_per_a": [[-1.1, 0.1, 0.4], [0.1, 0.1, 0.2], [0.0, -0.2, 0.2], [1.6, 0.0, -0.1], [-0.1, -0.1, 0.0], [0.4, 0.0, 0.6], [-0.2, 0.6, -0.1], [0.2, 0.1, 0.5], [0.0, -0.2, 0.0], [0.0, 0.6, -0.2], [-0.1, -0.1, -0.1], [0.1, 0.0, 0.0], [0.0, 0.0, 0.0], [0.0, -0.1, 0.1], [0.1, 0.0, 0.0], [0.0, -0.3, 0.2], [-0.8, -0.6, -0.6], [0.0, 0.3, -0.1], [0.1, 0.0, -0.1], [-0.1, 0.0, -0.1], [0.0, 0.0, 0.1], [-0.1, -0.1, 0.1], [0.0, -0.2, 0.4], [-0.2, 0.2, 0.3], [-0.1, 0.0, 0.0], [0.1, 0.0, 0.1], [0.0, 0.0, -0.1], [0.3, 0.2, -0.1], [-0.1, -0.1, -0.1], [0.0, 0.0, 0.1], [0.0, -0.1, -0.1], [-0.1, 0.1, 0.1], [0.0, 0.0, 0.0], [0.0, 0.0, 0.0], [0.0, 0.0, 0.0], [0.0, 0.0, 0.0], [0.0, 0.0, 0.0], [0.0, 0.0, 0.0], [0.0, 0.0, 0.0], [0.1, 0.0, 0.0], [0.2, -0.2, -1.5], [0.0, 0.0, 0.1], [0.0, 0.0, 0.0], [0.0, 0.0, 0.0], [0.0, 0.0, 0.0], [0.0, 0.0, 0.0], [0.0, 0.0, 0.0], [0.0, -0.1, 0.0], [0.0, 0.0, 0.0], [0.0, 0.0, 0.0], [0.0, 0.0, 0.0], [0.0, 0.0, 0.0], [0.0, 0.0, 0.0], [0.0, 0.0, 0.0], [0.0, 0.0, 0.0], [0.0, 0.0, 0.0]], "gap_ev": [7.510, 6.989], "lumo_ev": [-2.7, -2.6], "charge": 1, "multiplicity": 2}

=====

# 2
{"formula": "C16H29NO4", "method": "wB97M-V/def2-TZVPD", "symbols": ["C", "O", "C", "C", "C", "C", "C", "C", "C", "C", "O", "O", "C", "C", "C", "C", "C", "C", "N", "C", "O", "H", "H", "H", "H", "H", "H", "H", "H", "H", "H", "H", "H", "H", "H", "H", "H", "H", "H", "H", "H", "H", "H", "H", "H", "H", "H", "H", "H", "H"], "coordinates": [[1.2220, -4.2360, 0.5668], [1.9639, -4.1155, -0.6662], [2.7699, -2.9281, -0.7118], [2.0258, -1.6758, -1.4249], [1.0145, -1.0510, -0.3637], [0.5364, 0.4414, -0.6712], [1.5010, 1.4544, -1.4305], [2.4572, 2.3121, -0.4807], [3.4085, 1.4346, 0.4593], [4.0472, 2.3009, 1.6329], [5.2727, 2.4310, 1.7253], [3.2340, 2.9816, 2.5758], [-0.9372, 0.3286, -1.3366], [-1.8665, 1.4509, -0.6763], [-2.8976, 1.0589, 0.4759], [-4.2280, 0.3300, -0.0183], [-4.0344, -1.2519, -0.2758], [-5.2875, 0.4475, 1.2045], [-0.8253, 2.2314, 0.0933], [0.0709, 1.2169, 0.6711], [0.3890, 1.0088, 1.8483], [1.2703, -5.3062, 0.9618], [0.1230, -4.0007, 0.3352], [1.5466, -3.4830, 1.3530], [3.1919, -2.6090, 0.2987], [3.6830, -3.1380, -1.3709], [1.5100, -2.1248, -2.3433], [2.8617, -0.9830, -1.7528], [1.4892, -1.0518, 0.6664], [0.1189, -1.7602, -0.3003], [2.1737, 0.9676, -2.2112], [0.8654, 2.2103, -2.0123], [3.1585, 2.8884, -1.1827], [1.9078, 3.1255, 0.1076], [2.9227, 0.4968, 0.8674], [4.2868, 1.0834, -0.1860], [3.5736, 2.7808, 3.4691], [-0.7510, 0.7615, -2.3846], [-1.3554, -0.6951, -1.5642], [-2.3408, 2.0133, -1.5354], [-3.2349, 2.0493, 0.9505], [-2.4598, 0.4429, 1.3204], [-4.6498, 0.8007, -0.9664], [-4.6368, -1.5560, -1.1876], [-4.3749, -1.8787, 0.6107], [-2.9486, -1.5113, -0.4664], [-6.3577, 0.3177, 0.8412], [-5.0205, -0.3631, 1.9670], [-5.1962, 1.4344, 1.7589], [-1.1934, 2.9177, 0.7590]], "atomic_forces_ev_per_a": [[-1.3, 0.0, 0.0], [0.5, 0.9, 1.4], [0.8, 1.0, -1.5], [0.3, -1.4, 1.1], [0.5, 0.3, -0.3], [-1.9, -1.0, 1.3], [0.3, 0.6, -0.2], [0.5, 0.3, -0.3], [0.2, 0.6, -0.2], [2.4, 0.4, 0.3], [-2.9, -0.6, -0.2], [0.1, -1.7, -1.3], [1.0, 1.7, -2.4], [0.6, -0.7, 1.4], [-1.4, 0.0, -1.0], [-0.4, -0.7, 1.3], [0.1, 0.3, -0.4], [0.4, 0.0, -0.3], [0.7, -1.1, 0.8], [0.2, 0.1, -0.2], [-0.8, 0.9, -3.0], [0.1, 1.5, -0.6], [1.4, -0.4, 0.4], [-0.2, -1.1, -0.9], [-0.8, -0.5, -1.0], [-1.3, -0.1, 0.9], [0.6, 0.9, 1.2], [-1.2, -0.6, 0.4], [-0.4, -0.1, -1.2], [1.1, 1.2, 0.0], [-1.0, 0.2, 1.1], [0.8, -1.1, 0.9], [-1.0, -0.7, 1.0], [0.5, -1.4, -0.7], [0.3, 1.4, -0.2], [-1.1, 0.6, 1.1], [0.2, 0.3, -0.6], [-0.4, -0.8, 1.2], [0.5, 1.1, 1.0], [0.4, -0.3, 1.4], [0.5, -1.3, -0.7], [-0.1, 0.7, -1.1], [0.6, -0.4, 1.3], [0.7, 0.2, 1.1], [0.4, 0.9, -1.1], [-1.3, 0.3, 0.2], [1.3, 0.0, 0.6], [-0.6, 1.1, -1.0], [-0.2, -1.0, -0.9], [0.1, -0.6, -0.2]], "gap_ev": 10.232, "smiles": "COCCC[C@@]1(CCCC(=O)O)C[C@@H](CC(C)C)NC1=O", "lumo_ev": 0.7, "multiplicity": 1}

=====

# 3
{"formula": "C16H30AgF3LiNO13PS3", "method": "wB97M-V/def2-TZVPD", "symbols": ["Li", "Ag", "O", "P", "O", "F", "F", "C", "N", "O", "O", "H", "H", "H", "C", "C", "C", "S", "O", "O", "C", "H", "H", "H", "H", "H", "H", "H", "H", "C", "C", "C", "S", "O", "O", "C", "H", "H", "H", "H", "H", "H", "H", "H", "C", "C", "C", "S", "O", "O", "C", "H", "H", "H", "H", "H", "H", "H", "H", "C", "C", "O", "C", "O", "O", "F", "H", "H", "H"], "coordinates": [[2.0380, 1.6061, 3.2101], [-1.4972, -3.0636, -0.4691], [-0.3436, -1.2892, 0.5314], [0.7952, -0.3559, 0.7173], [1.1341, 0.4127, 1.9510], [0.6875, 0.6426, -0.5035], [2.0953, -1.1645, 0.3142], [5.0803, -1.8390, 0.1315], [6.3009, -2.6685, 0.0590], [7.3613, -2.1001, 0.0504], [6.1529, -3.8584, -0.0275], [4.3972, -2.4597, 0.7109], [4.6111, -1.6596, -0.8295], [5.2908, -0.9330, 0.6875], [-1.2315, -1.8571, 4.8804], [-2.4510, -1.6887, 5.8134], [-2.7623, -0.2060, 5.8257], [-2.7426, 0.2300, 4.0474], [-2.2651, 1.5783, 3.8364], [-3.9751, -0.2494, 3.4616], [-1.2949, -0.8485, 3.7195], [-1.1579, -2.8810, 4.5150], [-0.3616, -1.7162, 5.5245], [-2.3116, -2.0212, 6.8405], [-3.3310, -2.2082, 5.4261], [-1.9272, 0.3500, 6.2586], [-3.7073, 0.1293, 6.2443], [-0.5471, -0.0758, 3.8904], [-1.2522, -1.1639, 2.6856], [-2.8888, 1.0036, 0.2852], [-2.7988, 1.6845, -1.0815], [-3.0623, 0.6383, -2.1505], [-4.1797, -0.6287, -1.4330], [-3.4341, -1.8978, -1.5039], [-5.4969, -0.5669, -2.0518], [-4.1115, 0.1100, 0.2609], [-2.9331, 1.6937, 1.1259], [-2.0234, 0.3507, 0.4516], [-1.8277, 2.1407, -1.2900], [-3.4918, 2.5252, -1.1585], [-2.1548, 0.1051, -2.4424], [-3.4915, 0.9764, -3.0927], [-4.1101, -0.7204, 0.9643], [-4.9454, 0.7799, 0.4792], [2.1308, -0.4198, -4.5872], [2.8696, -1.0776, -3.4032], [2.1208, -2.3695, -2.9995], [0.4158, -2.1274, -3.6067], [-0.5306, -2.0762, -2.4806], [0.1367, -3.0177, -4.7004], [0.6664, -0.3922, -4.1972], [2.3900, -0.8457, -5.5572], [2.5040, 0.5980, -4.7485], [2.9695, -0.4787, -2.5002], [3.8573, -1.3487, -3.7770], [2.0576, -2.5638, -1.9381], [2.3654, -3.2200, -3.6373], [0.5843, 0.2592, -3.3305], [-0.0719, -0.2523, -4.9819], [1.3420, 3.6114, -1.7845], [0.9798, 3.7702, -0.3100], [0.9513, 5.1472, -0.1528], [1.7479, 5.7272, -1.1398], [2.1668, 6.8240, -1.1361], [1.9892, 4.8110, -2.0893], [1.9955, 3.2371, 0.4858], [0.4369, 3.3816, -2.3519], [2.0158, 2.7607, -1.8824], [0.0733, 3.2256, -0.0596]], "atomic_forces_ev_per_a": [[-0.6, -0.5, -0.9], [-0.2, 0.6, -0.5], [0.3, 0.3, 1.0], [0.0, -0.7, -0.8], [0.0, 0.2, 0.0], [0.4, 0.0, 0.4], [-0.3, 0.6, 0.0], [-0.9, -0.4, 1.2], [0.1, 0.5, -0.8], [0.6, 0.5, 0.1], [-0.3, -0.9, 0.0], [-0.1, 0.2, -0.1], [0.5, 0.0, -0.3], [0.2, 0.1, -0.3], [-0.2, -0.8, 0.2], [-0.9, 0.2, -0.3], [0.3, 0.7, -0.8], [0.6, -0.9, 1.0], [-0.5, 0.2, -0.2], [0.4, 0.2, -0.2], [-0.4, 1.0, 1.2], [-0.1, 0.0, 0.0], [0.2, 0.3, -0.4], [0.4, -0.2, -0.1], [0.1, -0.1, 0.0], [-0.1, 0.1, 0.1], [0.0, -0.2, 0.0], [0.3, -0.2, -0.4], [-0.1, -0.4, 0.0], [0.9, -0.8, 0.0], [0.0, 0.5, -0.3], [-0.1, -0.7, -0.5], [0.0, 1.0, -0.8], [-0.5, 0.4, 0.8], [1.3, -0.2, 0.9], [-0.5, -0.2, -0.1], [-0.1, 0.1, -0.1], [0.1, 0.3, -0.2], [0.1, -0.1, 0.3], [-0.3, -0.2, 0.1], [0.0, -0.2, 0.3], [-0.3, 0.2, 0.2], [0.0, 0.1, 0.1], [-0.5, -0.6, -0.5], [0.5, 1.2, 0.1], [0.3, -1.1, -0.5], [-0.9, 0.3, -1.3], [-0.5, 1.2, 0.8], [0.5, -0.2, -0.4], [0.2, 0.2, 0.2], [0.2, -1.5, -0.1], [-0.4, -0.7, 0.2], [-0.1, 0.1, 0.4], [-0.1, 0.5, -0.3], [0.2, 0.1, 0.4], [0.2, -0.2, 0.1], [0.6, -0.2, 0.5], [-0.5, 0.0, 0.0], [0.0, 0.3, 0.0], [0.0, -1.3, 0.9], [0.3, -0.1, -0.9], [0.0, -0.1, 0.3], [0.0, -0.2, 0.2], [-0.3, 0.2, 0.2], [0.0, 0.0, -0.7], [0.0, 0.1, 0.2], [0.1, 0.6, -0.3], [0.2, 0.2, -0.2], [-0.2, 0.5, 0.4]], "gap_ev": 8.845, "lumo_ev": -4.0, "relative_energy_ev": 1.313, "charge": 1, "multiplicity": 1}

=====

# 4
{"formula": "C16H30BFN2O12Pb", "method": "wB97M-V/def2-TZVPD", "symbols": ["Pb", "O", "C", "O", "B", "O", "C", "O", "O", "C", "O", "C", "O", "O", "F", "C", "O", "C", "C", "N", "C", "C", "O", "C", "H", "H", "H", "H", "H", "H", "H", "H", "H", "H", "H", "H", "H", "H", "H", "C", "O", "C", "C", "N", "C", "C", "O", "C", "H", "H", "H", "H", "H", "H", "H", "H", "H", "H", "H", "H", "H", "H", "H"], "coordinates": [[25.2813, -0.5410, -25.6801], [18.8359, -6.0763, -28.4388], [20.0145, -5.8545, -28.4276], [20.5054, -4.6367, -28.3210], [21.9655, -4.6316, -28.4348], [22.3101, -5.9690, -28.8683], [21.2122, -6.7525, -28.7656], [21.2155, -7.9357, -28.8693], [22.5959, -4.2810, -27.1157], [23.3103, -3.1855, -27.2975], [23.8261, -2.5038, -26.4512], [23.2517, -2.7846, -28.7840], [22.4403, -3.5972, -29.3795], [23.8491, -1.8523, -29.2573], [25.5424, 1.3166, -24.2305], [21.2187, -0.5279, -26.5076], [22.4721, -0.0132, -26.8876], [22.3926, 1.0148, -27.8415], [23.7216, 1.3328, -28.5667], [24.8057, 1.4090, -27.5740], [26.0442, 1.7844, -28.2842], [27.2167, 1.8930, -27.3126], [27.4764, 0.6075, -26.6906], [28.8524, 0.3598, -26.5641], [20.6231, -0.0502, -25.7267], [21.2795, -1.5847, -26.2363], [20.5599, -0.5992, -27.3823], [21.9843, 1.9714, -27.4889], [21.6688, 0.7052, -28.6051], [23.5424, 2.3170, -29.0070], [23.7895, 0.5460, -29.3138], [24.5760, 2.1524, -26.9181], [25.9179, 2.7768, -28.7354], [26.2993, 1.1365, -29.1241], [26.7580, 2.4234, -26.4692], [28.0917, 2.4038, -27.7031], [29.4819, 0.3525, -27.4557], [28.9625, -0.6408, -26.1341], [29.2604, 0.9721, -25.7515], [27.3726, -2.8662, -28.0354], [27.0565, -2.6353, -26.6794], [27.2272, -3.7372, -25.8188], [27.6185, -3.1992, -24.4340], [26.5168, -2.3786, -23.8761], [25.3642, -3.1021, -23.4156], [24.2995, -2.2307, -22.7980], [23.7913, -1.3062, -23.7589], [22.7868, -0.4778, -23.3139], [28.3628, -3.3405, -28.0664], [27.3741, -1.9377, -28.5967], [26.7385, -3.6261, -28.5027], [28.1253, -4.2873, -26.1245], [26.3717, -4.4144, -25.8210], [28.4479, -2.5101, -24.5678], [27.8421, -4.0443, -23.7781], [26.8823, -1.9079, -23.0513], [25.5814, -3.8212, -22.6039], [25.0001, -3.8187, -24.1557], [24.6806, -1.6601, -21.9418], [23.5124, -2.8589, -22.3718], [21.8846, -0.8959, -22.8446], [22.3498, 0.0530, -24.1664], [23.0930, 0.3179, -22.6215]], "atomic_forces_ev_per_a": [[0.4, 1.3, 0.6], [0.6, -0.8, 0.3], [-0.9, 0.8, -1.0], [0.6, 1.1, 0.6], [-0.7, -0.5, -0.2], [-0.4, -0.3, 0.2], [0.8, -0.4, 0.4], [-0.2, -0.3, -0.2], [0.7, 0.9, -0.3], [-0.9, -0.3, -0.1], [0.3, -0.7, 0.5], [0.5, 0.5, 0.1], [-0.3, -0.4, -0.3], [0.0, -0.1, 0.1], [-0.2, -1.1, -1.0], [-1.2, -1.3, -0.9], [0.4, 0.4, 0.7], [-0.5, 0.7, -1.1], [-1.6, -0.6, 1.6], [0.6, -0.4, -1.4], [0.8, 0.6, 0.1], [-2.1, -0.4, 1.4], [0.6, 0.3, -1.8], [0.5, -1.1, 1.8], [0.6, 0.7, 0.1], [0.7, 0.1, 0.3], [0.0, 0.4, -0.1], [0.0, -0.2, 0.8], [0.1, 0.0, -0.2], [0.2, -0.1, -0.5], [1.0, 0.1, 0.0], [0.1, 0.0, 0.1], [0.0, 0.1, 0.0], [-0.4, -0.5, 0.2], [0.6, 0.7, 0.0], [0.1, -0.3, -0.1], [-0.4, 0.5, -0.3], [-0.3, -0.2, -0.3], [0.2, 0.5, -0.5], [0.6, -1.2, 0.1], [-0.5, 0.6, 0.1], [1.3, 0.2, 0.4], [-1.8, 0.2, -0.5], [0.6, 0.4, 0.3], [-0.5, -1.6, 0.9], [-0.1, 0.5, -0.1], [0.2, -1.2, 0.2], [-1.9, 2.2, 0.4], [0.2, 0.4, -0.2], [-0.2, 0.1, 0.2], [-0.5, 0.3, 0.0], [-0.2, -0.3, -0.3], [-0.1, 0.1, 0.0], [0.3, -0.3, 0.1], [0.3, 0.0, 0.0], [0.1, 0.3, -0.3], [0.5, 0.2, 0.2], [-0.4, 0.7, -0.5], [0.3, 0.0, -0.1], [-0.2, 0.0, -0.4], [0.5, -1.0, 0.0], [0.5, -0.1, -0.1], [0.6, -0.2, -0.1]], "gap_ev": 9.586, "lumo_ev": 0.2, "relative_energy_ev": 0.213, "multiplicity": 1}